{
  "formula": "C55H118N6O7",
  "method": "ωB97M-V/def2-TZVPD",
  "e_tot_ev": -82211.48142,
  "de_lowest_kcal_mol": 86.13,
  "homo_ev": -7.97,
  "smiles": "CC1(C)CCCC(C)(C)N1O.CC1(C)CCCC(C)(C)N1O.CC1(C)CCCC(C)(C)N1O.CC1(C)CCCC(C)(C)N1O.CC1(C)CCCC(C)(C)N1O.CC1(C)CCCC(C)(C)N1O.CO",
  "homo_lumo_gap_ha": 0.29798,
  "lumo_ev": 0.14,
  "symbols": ["C", "C", "C", "C", "C", "C", "N", "O", "C", "C", "C", "H", "H", "H", "H", "H", "H", "H", "H", "H", "H", "H", "H", "H", "H", "H", "H", "H", "H", "H", "C", "C", "C", "C", "C", "C", "N", "O", "C", "C", "C", "H", "H", "H", "H", "H", "H", "H", "H", "H", "H", "H", "H", "H", "H", "H", "H", "H", "H", "H", "C", "C", "C", "C", "C", "C", "N", "O", "C", "C", "C", "H", "H", "H", "H", "H", "H", "H", "H", "H", "H", "H", "H", "H", "H", "H", "H", "H", "H", "H", "C", "C", "C", "C", "C", "C", "N", "O", "C", "C", "C", "H", "H", "H", "H", "H", "H", "H", "H", "H", "H", "H", "H", "H", "H", "H", "H", "H", "H", "H", "C", "C", "C", "C", "C", "C", "N", "O", "C", "C", "C", "H", "H", "H", "H", "H", "H", "H", "H", "H", "H", "H", "H", "H", "H", "H", "H", "H", "H", "H", "C", "C", "C", "C", "C", "C", "N", "O", "C", "C", "C", "H", "H", "H", "H", "H", "H", "H", "H", "H", "H", "H", "H", "H", "H", "H", "H", "H", "H", "H", "C", "O", "H", "H", "H", "H"],
  "positions_angstrom": [[-1.465490, -20.015970, 6.684030], [-0.441150, -19.504120, 7.708000], [-0.372460, -17.942450, 7.575430], [-1.440350, -17.189970, 8.314650], [-1.539440, -17.675090, 9.776540], [-1.744540, -19.260630, 9.950720], [-0.747150, -19.919340, 9.154530], [-0.738670, -21.342660, 9.306110], [-1.505980, -19.496460, 11.497970], [-3.207490, -19.495530, 9.543720], [0.877380, -20.107540, 7.318650], [-2.412270, -19.478340, 6.735670], [-1.636340, -21.072460, 6.890770], [-1.141630, -19.859060, 5.655150], [0.598940, -17.478120, 7.745290], [-0.640840, -17.807180, 6.527680], [-2.409480, -17.315910, 7.831920], [-1.176560, -16.132420, 8.304580], [-2.367460, -17.157240, 10.260600], [-0.635980, -17.361360, 10.299440], [-1.708140, -20.548100, 11.701120], [-0.457520, -19.403570, 11.781160], [-2.035730, -18.812500, 12.161040], [-3.922000, -19.269670, 10.335270], [-3.533470, -18.893210, 8.695760], [-3.290700, -20.529420, 9.208670], [1.678550, -19.770960, 7.976630], [1.165840, -19.703890, 6.348110], [0.936280, -21.192540, 7.232620], [0.066900, -21.465510, 9.813620], [-8.771740, -24.365650, -1.383510], [-9.884070, -23.460810, -1.945640], [-11.244400, -23.739420, -1.148850], [-12.270420, -22.604940, -1.235080], [-11.667800, -21.334520, -0.702160], [-10.389260, -20.937340, -1.576540], [-9.406950, -22.089820, -1.652640], [-8.198060, -21.797670, -2.366680], [-10.833660, -20.485160, -3.034530], [-9.723170, -19.722540, -0.793260], [-10.129630, -23.761560, -3.436430], [-9.031110, -25.423520, -1.342010], [-8.530830, -24.058660, -0.365760], [-7.825080, -24.375510, -1.923740], [-11.679710, -24.628200, -1.605660], [-10.976760, -23.862950, -0.099470], [-13.118610, -22.886570, -0.611080], [-12.758720, -22.549490, -2.208020], [-11.617290, -21.343260, 0.386630], [-12.318970, -20.462950, -0.768790], [-11.499570, -21.206130, -3.508730], [-11.377860, -19.541450, -3.071250], [-9.986590, -20.371100, -3.710970], [-9.395190, -20.001680, 0.208050], [-8.826310, -19.395210, -1.319190], [-10.415820, -18.882300, -0.841670], [-9.393810, -23.358280, -4.132160], [-11.096240, -23.354650, -3.733360], [-10.112840, -24.838760, -3.602110], [-7.496060, -21.916770, -1.722770], [-10.762190, -20.916640, 8.097030], [-10.294730, -22.399130, 7.942330], [-11.108350, -22.936380, 6.736000], [-10.543880, -22.544530, 5.350550], [-9.085400, -23.096950, 5.341870], [-8.181050, -22.393230, 6.386940], [-8.830610, -22.517320, 7.729050], [-8.019620, -22.176470, 8.823470], [-6.806700, -23.154860, 6.356610], [-7.907330, -20.914840, 5.973140], [-10.764720, -23.219920, 9.139670], [-11.844300, -20.799580, 8.155610], [-10.333380, -20.201460, 7.395080], [-10.324070, -20.597100, 9.042560], [-11.306090, -23.998040, 6.883960], [-12.128940, -22.555510, 6.698200], [-10.536920, -21.476080, 5.134970], [-11.133080, -23.044410, 4.581740], [-8.703050, -22.892010, 4.341920], [-9.086810, -24.172960, 5.515910], [-6.431540, -23.288690, 5.341990], [-6.036290, -22.708030, 6.985030], [-7.001050, -24.146740, 6.764640], [-7.475910, -20.717460, 4.991810], [-8.810470, -20.305850, 5.933790], [-7.189030, -20.435350, 6.638160], [-11.851560, -23.287170, 9.188220], [-10.517420, -22.693900, 10.061750], [-10.190840, -24.143410, 9.216750], [-7.811870, -23.060390, 9.135120], [-6.998290, -14.920070, 2.671110], [-5.541700, -14.866620, 2.193560], [-5.129590, -16.353900, 1.948190], [-4.021530, -16.566560, 0.934340], [-4.426690, -15.909440, -0.364280], [-4.687230, -14.370360, -0.229330], [-5.599600, -14.091750, 0.906100], [-5.920860, -12.734620, 1.043390], [-3.297500, -13.614870, -0.147240], [-5.422600, -13.875280, -1.464300], [-4.599220, -14.226040, 3.254020], [-7.410810, -13.932810, 2.879050], [-7.206220, -15.568140, 3.522510], [-7.570280, -15.236810, 1.798990], [-4.708720, -16.702710, 2.891210], [-5.978610, -17.004000, 1.736910], [-3.765540, -17.623830, 0.865370], [-3.083010, -16.126160, 1.270970], [-5.406930, -16.350160, -0.545940], [-3.803150, -16.191630, -1.212620], [-3.346440, -12.539280, -0.317010], [-2.834230, -13.655020, 0.838590], [-2.611080, -14.157020, -0.797640], [-5.588640, -12.803880, -1.576740], [-4.899850, -14.143800, -2.382300], [-6.422020, -14.290290, -1.594780], [-5.014720, -13.225320, 3.372450], [-3.548950, -14.064910, 3.010990], [-4.669450, -14.746070, 4.209400], [-6.878360, -12.795490, 1.076330], [-1.288880, -21.349170, -6.073240], [-2.108830, -21.544540, -7.403580], [-2.991890, -22.842130, -7.204810], [-4.216940, -22.622270, -6.287860], [-4.997810, -21.465580, -6.958970], [-4.245300, -20.089210, -7.138940], [-2.984830, -20.377170, -7.789860], [-2.310140, -19.218250, -8.064980], [-5.145170, -19.127650, -7.919080], [-4.089630, -19.581250, -5.709200], [-1.137590, -21.896260, -8.501090], [-1.880110, -21.490310, -5.168470], [-0.764130, -20.393800, -6.072890], [-0.565670, -22.163890, -6.109660], [-3.386350, -23.254270, -8.133590], [-2.353500, -23.611680, -6.770790], [-3.930460, -22.479520, -5.245900], [-4.846880, -23.511060, -6.251310], [-5.911060, -21.255920, -6.402080], [-5.429380, -21.858170, -7.879670], [-5.991630, -18.738240, -7.353410], [-4.585840, -18.273360, -8.300480], [-5.553490, -19.598580, -8.813280], [-3.560560, -20.196400, -4.981350], [-3.553980, -18.632500, -5.741840], [-5.045730, -19.350450, -5.239420], [-1.710480, -22.009720, -9.421440], [-0.473820, -22.713820, -8.219890], [-0.530150, -21.005080, -8.658960], [-2.025740, -18.995600, -7.175510], [0.753620, -21.263270, -0.361740], [1.456230, -22.581690, -0.015490], [2.308770, -22.337350, 1.268680], [2.655980, -23.612490, 2.007430], [1.282160, -24.349720, 2.410700], [0.498220, -24.717500, 1.120370], [0.310950, -23.531190, 0.198390], [-0.287570, -23.943430, -1.037910], [1.184600, -25.940900, 0.453460], [-0.940900, -25.111070, 1.541350], [2.480690, -22.992180, -1.119290], [1.413280, -20.402150, -0.468620], [0.101240, -20.936250, 0.447930], [0.216240, -21.258070, -1.310040], [3.233210, -21.826490, 0.999360], [1.790950, -21.604840, 1.887860], [3.191920, -23.454970, 2.943420], [3.266880, -24.244610, 1.362970], [0.747200, -23.645970, 3.048390], [1.488630, -25.241270, 3.002830], [2.038510, -25.623060, -0.144800], [1.546960, -26.672440, 1.175710], [0.511040, -26.434660, -0.246990], [-1.610200, -25.049530, 0.683250], [-0.999650, -26.102520, 1.990450], [-1.328960, -24.490590, 2.349140], [3.080930, -23.868140, -0.873310], [3.239100, -22.216800, -1.227470], [1.990870, -23.113860, -2.085400], [0.338680, -24.554350, -1.433140], [-4.489900, -22.245330, 1.051070], [-3.960740, -21.927790, -0.284200], [-3.639480, -22.015450, 1.692980], [-5.307180, -21.566390, 1.294380], [-4.783510, -23.289360, 1.160080], [-3.090340, -22.332250, -0.263550]],
  "forces_ev_per_a": [[-0.599, 0.015, 0.479], [-0.760, 0.044, 0.956], [-0.457, -0.872, -0.753], [-0.269, -0.468, 1.316], [0.337, -0.576, -0.476], [-0.509, 3.087, 0.952], [1.412, 0.720, -1.100], [-0.474, 0.593, -0.213], [0.415, -0.951, -1.155], [0.016, -0.793, -0.220], [1.298, 0.368, -0.182], [-0.146, -0.082, 0.296], [-0.126, -0.047, -0.274], [0.385, -0.228, 0.055], [0.196, -0.470, 0.205], [0.623, 0.245, -0.308], [-0.027, 0.110, -0.101], [-0.252, 0.101, -0.017], [-0.133, -0.206, 0.153], [0.191, -0.151, 0.085], [-0.528, 0.053, 0.341], [0.250, 0.302, -0.450], [-0.451, -0.180, -0.334], [0.148, -0.246, 0.196], [0.306, 0.120, -0.072], [-0.376, -0.176, 0.275], [-0.023, -0.090, 0.323], [-0.117, -0.025, -0.230], [-0.422, 0.016, 0.174], [0.078, -0.225, 0.056], [0.058, -0.534, 0.279], [0.012, 0.044, 0.083], [1.144, 0.897, -0.977], [-0.537, -0.735, 0.549], [0.489, 0.865, -1.592], [0.558, 0.543, 0.391], [-0.991, 0.509, 1.341], [-1.149, 0.214, -0.379], [0.025, -0.226, 0.679], [0.112, -1.011, -1.624], [-0.057, 0.123, -0.035], [-0.471, -0.049, -0.030], [-0.126, 0.063, 0.103], [-0.138, 0.468, -0.386], [0.165, -0.283, 0.398], [-0.094, -0.363, 0.029], [-0.061, -0.116, 0.309], [0.513, 0.352, -0.330], [1.220, -0.575, 0.083], [-0.372, 0.031, -0.720], [0.050, -0.181, 0.191], [0.027, 0.149, 0.417], [0.256, -0.085, 0.282], [-0.446, -0.010, 0.069], [0.064, -0.030, -0.143], [-0.065, -0.049, 0.452], [0.230, 0.241, 0.351], [-0.075, -0.180, -0.115], [-0.263, -0.089, 0.074], [-0.015, 0.029, 0.263], [1.077, -0.030, 1.187], [-1.000, 1.231, -1.177], [-0.110, 0.505, -0.946], [1.215, -1.794, 1.066], [-0.731, 1.203, -0.226], [0.624, 0.393, -0.357], [-0.732, -1.293, -1.752], [-0.352, 0.150, -0.208], [-1.007, -0.082, 0.742], [-0.178, 0.367, 0.104], [0.916, 1.001, 0.984], [0.050, -0.133, -0.050], [-0.208, -0.395, -0.441], [-0.213, 0.271, 0.287], [0.671, -0.368, -0.575], [-0.082, 0.444, 0.872], [-0.177, 0.024, 0.304], [0.019, 0.061, -0.118], [0.504, -0.173, 0.032], [-0.041, -0.029, 0.028], [-0.110, 0.260, -0.030], [-0.095, 0.249, -0.100], [0.083, -0.209, -0.027], [0.152, -0.845, -0.323], [-0.112, -0.078, 0.390], [-0.207, -0.091, 0.422], [0.079, -0.518, -0.381], [0.178, 0.190, 0.139], [-0.583, -0.385, -0.338], [0.385, 0.086, 0.476], [-0.259, 0.547, -0.340], [0.680, -0.120, -0.343], [0.810, 0.348, 0.430], [0.638, 0.658, 0.083], [-1.354, 0.034, 0.377], [0.776, 1.064, 0.337], [0.426, -2.661, -0.122], [0.319, -0.064, 0.413], [-0.432, -0.650, 0.655], [-0.301, 0.029, -1.347], [-1.023, 0.646, -0.270], [0.230, 0.188, 0.409], [0.243, -0.026, -0.010], [-0.092, -0.444, 0.111], [-0.336, -0.044, 0.319], [-0.163, 0.208, -0.275], [-0.352, -0.134, -0.387], [0.084, 0.280, 0.332], [-0.261, 0.009, -0.529], [0.177, 0.496, 0.014], [-0.219, -0.151, -0.611], [-0.219, -0.423, 0.254], [0.100, 0.515, -0.356], [0.374, 0.155, 0.651], [0.336, -0.189, 0.000], [-0.028, -0.414, 0.412], [0.138, 0.175, 0.374], [-0.054, -0.482, -0.409], [-0.036, -0.052, -0.018], [-0.204, 0.474, -0.156], [-0.476, -0.413, -0.944], [-1.356, -0.701, 1.462], [-0.410, 0.526, 0.935], [0.389, 0.666, -0.973], [-0.609, 0.044, 0.513], [-1.147, -2.503, 1.473], [-0.869, -2.442, -1.496], [1.068, 0.439, 0.448], [0.378, 0.097, -0.842], [0.358, 1.212, 0.603], [0.002, 1.673, -0.455], [-0.007, 0.254, -0.099], [0.071, -0.002, 0.161], [0.281, 0.205, 0.294], [0.267, 0.324, -0.339], [0.248, -0.011, -0.067], [0.046, 0.510, -0.013], [-0.036, -0.079, -0.258], [0.011, 0.218, 0.384], [0.516, 0.127, -0.527], [0.152, -0.230, 0.308], [0.133, 0.056, 0.242], [0.026, -0.265, 0.004], [0.046, -0.340, -0.430], [0.109, 0.302, 0.158], [-0.157, -0.026, -0.222], [0.240, -0.545, -0.066], [-0.337, -0.144, -0.241], [0.372, -0.041, -0.158], [0.678, 1.085, 0.183], [0.332, 0.868, -0.307], [0.419, 0.226, -0.424], [-0.454, -0.048, 0.029], [-1.816, -0.945, 0.762], [1.694, 1.210, -1.521], [-0.813, -0.353, 0.476], [0.845, -0.433, 1.180], [0.371, 0.500, 0.892], [-0.038, 0.634, -0.496], [0.101, -0.099, 0.200], [-0.402, 0.216, 0.093], [0.696, -0.183, 0.003], [-0.301, -0.459, -0.031], [-0.257, -0.488, 0.116], [-0.026, 0.028, -0.382], [-0.229, -0.255, 0.377], [0.222, 0.279, -0.161], [0.012, -0.179, 0.104], [-0.269, 0.004, -0.132], [-0.115, -0.095, -0.163], [0.190, 0.003, 0.090], [-0.195, 0.075, 0.065], [-0.149, -0.137, 0.129], [0.003, -0.140, 0.078], [0.245, -0.330, -0.343], [0.098, 0.528, -0.233], [-0.351, -0.270, 0.057], [-0.252, 0.314, -0.057], [0.077, -0.143, -0.044], [0.255, -0.284, -0.348], [1.253, 0.788, -0.893], [-0.957, -0.502, 0.960], [-0.355, -0.211, 0.681], [-0.004, -0.128, -0.235], [-0.086, 0.018, -0.135], [0.201, 0.010, -0.392]]
}